1.
Here is C12H7CoN2O5S as an isolated structure at a distorted geometry from the Open Molecules 2025 dataset. Energies are from ωB97M-V/def2-TZVPD.

HOMO level (alpha / beta)   -8.7 / -8.5 eV
Kohn-Sham gap (alpha / beta)   8.45 / 6.60 eV
ΔE to the lowest compared entry with this formula, charge and spin   0.0 kcal per mole

ORCA input file:
```
! wB97M-V def2-TZVPD RIJCOSX def2/J DEFGRID3
* xyz 0 5
Co 0.015 -0.177 0.058
O -0.039 5.769 0.021
C 0.013 4.429 -0.073
C 1.224 3.729 -0.118
C 1.162 2.360 -0.190
N 0.006 1.748 -0.231
C -1.154 2.377 -0.176
C -1.206 3.747 -0.103
C -2.301 1.359 -0.159
O -3.451 1.701 -0.196
O -1.842 0.121 -0.110
C 2.308 1.343 -0.155
O 3.463 1.672 -0.174
O 1.842 0.104 -0.114
H 0.849 6.146 0.028
H 2.186 4.227 -0.086
H -2.143 4.284 -0.061
S -0.001 -0.516 2.488
C -0.003 -2.125 1.830
C -0.001 -3.310 2.576
C -0.003 -4.510 1.907
C -0.005 -4.533 0.510
C -0.006 -3.336 -0.159
N -0.006 -2.161 0.486
H 0.004 -3.252 3.655
H -0.002 -5.439 2.463
H -0.004 -5.461 -0.043
H -0.008 -3.291 -1.240
*
```

2.
Here is C12H8ClF as an isolated structure at a distorted geometry from the Open Molecules 2025 dataset. Energies are from ωB97M-V/def2-TZVPD.

HOMO level   -8.5 eV
Kohn-Sham gap   8.63 eV
ΔE to the lowest compared entry with this formula, charge and spin   0.0 kcal per mole

ORCA input file:
```
! wB97M-V def2-TZVPD RIJCOSX def2/J DEFGRID3
* xyz 0 1
C -1.880 -1.883 -0.643
C -0.179 2.559 -1.111
C -2.059 -0.588 -0.938
C -1.265 1.756 -1.048
C -0.788 -2.288 0.216
C 0.986 2.080 -0.489
C -1.191 0.440 -0.536
C -0.063 0.027 0.110
C 0.086 -1.301 0.648
C 0.973 0.940 0.262
C 1.351 -1.526 1.344
C 2.076 0.352 1.088
F 3.339 0.457 0.472
Cl 2.163 0.790 2.786
H -2.720 -2.620 -0.804
H -0.233 3.594 -1.453
H -2.820 -0.319 -1.639
H -2.181 2.089 -1.457
H -0.695 -3.251 0.528
H 1.832 2.607 -0.709
H 1.234 -1.656 2.413
H 2.035 -2.257 0.961
*
```

3.
Here is C12H8F6MoN3O10SSbSe2 as an isolated structure at a distorted geometry from the Open Molecules 2025 dataset. Energies are from ωB97M-V/def2-TZVPD.

HOMO level (alpha / beta)   -13.6 / -13.3 eV
Kohn-Sham gap (alpha / beta)   6.55 / 6.25 eV
ΔE to the lowest compared entry with this formula, charge and spin   52.9 kcal per mole

ORCA input file:
```
! wB97M-V def2-TZVPD RIJCOSX def2/J DEFGRID3
* xyz 1 2
Mo -0.266 1.350 0.769
F -0.344 -0.397 1.142
Sb -2.292 -0.089 3.683
F -4.018 -0.728 3.319
F -2.913 1.377 4.643
F -1.712 -0.894 5.260
F -1.680 -1.682 2.857
F -0.541 0.715 3.432
O 1.670 -1.540 -1.073
C 1.808 -0.357 -1.249
N 0.908 0.627 -0.785
C 1.302 1.846 -1.190
O 0.591 2.759 -0.702
C 2.514 1.763 -1.994
C 3.292 2.711 -2.622
C 4.458 2.264 -3.241
C 4.805 0.919 -3.237
C 3.995 -0.042 -2.626
C 2.853 0.399 -2.005
H 3.006 3.755 -2.637
H 5.099 2.978 -3.739
H 5.724 0.606 -3.714
H 4.254 -1.092 -2.635
O -2.993 -0.999 0.376
Se -3.127 0.566 0.546
O -2.484 1.081 2.018
O -1.706 1.236 -0.304
O -4.450 1.268 0.082
S -1.237 -1.179 -2.620
C -1.732 -2.419 -1.533
N -0.902 -2.758 -0.520
C -1.330 -3.546 0.481
C -2.584 -4.085 0.423
C -3.317 -3.832 -0.738
N -2.893 -3.006 -1.688
H 0.042 -2.363 -0.510
H -0.650 -3.722 1.302
H -2.978 -4.689 1.225
H -4.276 -4.302 -0.916
O 0.832 3.334 3.839
Se 0.877 3.278 2.274
O 1.767 4.273 1.442
O 1.296 1.620 1.628
O -0.665 2.997 1.538
*
```

4.
Here is C12H8N2O4Tm as an isolated structure at a distorted geometry from the Open Molecules 2025 dataset. Energies are from ωB97M-V/def2-TZVPD.

HOMO level (alpha / beta)   -19.5 / -19.5 eV
Kohn-Sham gap (alpha / beta)   5.30 / 5.31 eV
ΔE to the lowest compared entry with this formula, charge and spin   0.0 kcal per mole

ORCA input file:
```
! wB97M-V def2-TZVPD RIJCOSX def2/J DEFGRID3
* xyz 3 3
Tm 0.794 0.393 -0.603
O -2.470 1.123 -1.996
C -1.458 0.858 -1.511
C 1.580 -0.803 1.437
O 2.023 -1.327 2.332
C 0.059 2.042 1.076
O -0.241 2.873 1.832
C 0.238 -1.901 -1.304
O 0.035 -2.978 -1.691
C 3.035 1.842 -2.918
H 2.735 1.281 -3.793
H 2.664 2.856 -2.842
C 3.952 1.361 -2.056
H 4.355 1.974 -1.254
H 4.422 0.393 -2.215
N -5.640 -2.561 4.011
C -4.730 -2.171 3.377
C -3.569 -1.657 2.547
C -2.502 -0.918 3.104
C -1.414 -0.432 2.284
N -1.309 -0.614 0.942
C -2.343 -1.351 0.431
C -3.424 -1.857 1.186
H -2.552 -0.739 4.157
H -0.642 0.116 2.808
H -2.339 -1.566 -0.649
H -4.235 -2.450 0.709
*
```

5.
Here is C12H8O2S in the gas phase at a distorted geometry from the Open Molecules 2025 dataset. Energies are from ωB97M-V/def2-TZVPD.

SMILES   Oc1ccc2c(c1)Sc1ccccc1O2
HOMO level   -7.6 eV
Kohn-Sham gap   8.27 eV
ΔE to the lowest compared entry with this formula, charge and spin   102.6 kcal per mole

ORCA input file:
```
! wB97M-V def2-TZVPD RIJCOSX def2/J DEFGRID3
* xyz 0 1
O -0.006 -3.560 -3.227
C -0.322 -2.818 -2.131
C -0.853 -3.139 -0.919
C -0.961 -2.312 0.087
C -0.440 -1.020 -0.100
C 0.159 -0.506 -1.262
C 0.079 -1.460 -2.213
S 0.967 1.006 -1.436
C 0.466 1.711 0.145
C 0.655 3.054 0.201
C 0.807 3.580 1.500
C 0.540 2.754 2.618
C -0.006 1.539 2.400
C 0.020 0.889 1.213
O -0.449 -0.353 1.135
H -0.430 -4.491 -3.168
H -0.908 -4.341 -0.804
H -1.252 -2.333 1.362
H 0.267 -0.883 -3.117
H 0.541 3.756 -0.818
H 0.917 4.809 1.541
H 0.293 3.230 3.539
H -0.087 0.886 3.454
*
```

6.
Here is a 3-piece molecular cluster, C12H9FIO8PS overall at a distorted geometry from the Open Molecules 2025 dataset. Energies are from ωB97M-V/def2-TZVPD.

HOMO level   -9.5 eV
Kohn-Sham gap   7.85 eV

ORCA input file:
```
! wB97M-V def2-TZVPD RIJCOSX def2/J DEFGRID3
* xyz 0 1
O -2.777 -2.207 2.501
S -3.869 -2.576 1.657
O -3.753 -4.302 1.498
F -4.311 -4.716 2.726
O -3.439 -2.380 0.121
P -1.976 -3.013 -0.553
O -1.138 -3.707 0.633
I -0.681 -0.948 -0.782
H -1.598 -4.455 1.047
C -1.787 3.456 -1.163
C -2.688 4.400 -1.415
C -2.759 5.063 -2.743
O -3.579 5.924 -2.973
C -1.785 4.629 -3.778
C -0.884 3.685 -3.525
C -0.814 3.024 -2.198
O 0.006 2.161 -1.967
H -1.717 2.959 -0.203
H -3.407 4.731 -0.676
H -1.855 5.124 -4.738
H -0.165 3.353 -4.263
C 2.829 -1.897 2.811
C 2.541 -2.449 1.636
C 3.436 -2.280 0.464
O 3.174 -2.781 -0.607
C 4.667 -1.471 0.654
C 4.956 -0.919 1.829
C 4.059 -1.088 3.002
O 4.324 -0.586 4.072
H 2.189 -2.006 3.677
H 1.648 -3.041 1.476
H 5.306 -1.360 -0.213
H 5.847 -0.325 1.990
*
```

7.
Here is C12H9N3 in the gas phase at a distorted geometry from the Open Molecules 2025 dataset. Energies are from ωB97M-V/def2-TZVPD.

HOMO level   -8.9 eV
Kohn-Sham gap   8.51 eV
ΔE to the lowest compared entry with this formula, charge and spin   67.9 kcal per mole

ORCA input file:
```
! wB97M-V def2-TZVPD RIJCOSX def2/J DEFGRID3
* xyz 0 1
C 1.636 1.232 1.456
C 4.288 -0.671 0.210
C -3.425 0.962 0.302
C -3.065 0.563 -0.955
C -2.495 0.808 1.308
C -1.812 0.019 -1.269
C -1.264 0.208 1.063
C -0.823 0.013 -0.247
C 0.486 -0.318 -0.611
C 2.555 -0.779 -1.420
C 2.137 0.024 0.911
C 3.094 0.003 -0.221
N 1.221 2.187 1.990
N 5.253 -1.126 0.519
N 1.131 -0.670 -1.560
H -4.324 1.503 0.472
H -3.727 0.860 -1.780
H -2.583 1.192 2.356
H -1.499 -0.447 -2.258
H -0.377 0.313 1.775
H 2.905 -0.485 -2.358
H 2.824 -1.856 -1.251
H 2.045 -0.792 1.611
H 3.312 0.980 -0.512
*
```

8.
Here is C12H9NO as an isolated structure at a distorted geometry from the Open Molecules 2025 dataset. Energies are from ωB97M-V/def2-TZVPD.

HOMO level   -8.4 eV
Kohn-Sham gap   8.97 eV
ΔE to the lowest compared entry with this formula, charge and spin   116.8 kcal per mole

ORCA input file:
```
! wB97M-V def2-TZVPD RIJCOSX def2/J DEFGRID3
* xyz 0 1
C 0.048 1.449 0.252
C 1.250 0.686 -0.111
C 2.335 1.378 -0.182
C 3.558 0.683 -0.023
C 3.520 -0.665 0.015
C 2.465 -1.402 -0.086
C 1.247 -0.791 -0.007
C -1.176 -0.741 0.043
C -2.364 -1.376 -0.060
C -3.706 0.552 -0.062
C -2.485 1.235 -0.174
C -1.293 0.627 0.123
H 0.017 2.647 -0.242
H 0.397 1.763 1.504
H 2.341 2.501 0.053
H 4.494 1.237 0.294
H 4.534 -1.350 0.001
H 2.135 -2.437 -0.057
H -2.595 -2.457 0.285
H -4.593 1.213 -0.159
H -2.334 2.462 -0.612
N -3.534 -0.651 0.084
O -0.007 -1.354 -0.003
*
```

The energy results, record by record, are as follows: -74238.341 -27811.754 -203733.558 -53239.009 -27499.347 -59906.848 -17056.292 -16121.779 eV.